a:
14
Properties=species:S:1:pos:R:3 method="wB97M-V/def2-TZVPD" gap_ev=10.549 charge=0 e_homo_ha=-0.3667 smiles="N[C@@H]1C(=O)O[C@H]1C(=O)O" multiplicity=1
N -1.62 1.34 0.00
C -0.68 0.34 -0.44
C -1.01 -1.17 -0.15
O -1.89 -1.89 -0.35
O 0.08 -1.32 0.67
C 0.52 0.03 0.54
C 1.90 0.26 -0.02
O 2.31 1.37 -0.20
O 2.58 -0.88 -0.33
H -2.36 1.74 -0.53
H -2.03 0.99 0.86
H -0.23 0.39 -1.39
H 0.27 0.48 1.42
H 2.17 -1.69 -0.08

---

b:
14
Properties=species:S:1:pos:R:3 method="wB97M-V/def2-TZVPD" gap_ev="7.340 / 7.875" charge=0 e_homo_ha="-0.3165 / -0.3171" multiplicity=1
C -0.12 -0.73 0.04
C -3.69 0.10 -0.07
C 0.94 0.18 0.24
C -2.34 0.63 0.44
N 2.14 -0.26 -0.23
O -3.72 -1.29 -0.03
O -0.01 -1.89 -0.38
O -4.67 0.74 -0.37
O -1.45 -0.34 0.34
H 0.81 1.24 0.52
H -2.14 1.60 0.34
H 2.99 0.29 -0.27
H -2.81 -1.49 -0.04
H 2.28 -1.19 -0.46

---

Verdict on stability: a comes out on top.

---

a:
14
Properties=species:S:1:pos:R:3 method="wB97M-V/def2-TZVPD" gap_ev=8.112 charge=0 e_homo_ha=-0.3421 smiles=BrOSc1ccccc1 multiplicity=1
Br 3.56 -0.92 0.11
O 3.31 0.70 0.59
S 1.98 1.68 -0.53
C 0.56 0.72 -0.20
C -0.39 1.08 0.77
C -1.60 0.40 0.82
C -1.82 -0.78 0.10
C -0.79 -1.22 -0.73
C 0.33 -0.35 -1.00
H -0.38 2.07 1.44
H -2.33 0.77 1.48
H -2.77 -1.41 0.25
H -0.74 -2.13 -1.32
H 1.07 -0.61 -1.77

---

b:
14
Properties=species:S:1:pos:R:3 method="wB97M-V/def2-TZVPD" gap_ev=7.886 charge=0 e_homo_ha=-0.3205 smiles="Cc1csc(C=O)c1Br" multiplicity=1
C 0.24 0.58 2.23
C -0.06 0.40 0.78
C -0.90 1.30 0.14
S -1.11 1.03 -1.54
C -0.06 -0.33 -1.61
C -0.03 -1.30 -2.64
O 0.74 -2.21 -2.82
C 0.60 -0.48 -0.10
Br 1.99 -1.61 0.39
H -0.09 -0.26 2.85
H 1.31 0.63 2.36
H -0.26 1.50 2.57
H -1.58 1.90 0.82
H -0.81 -1.17 -3.41

---

Verdict on stability: b comes out on top.

---

a:
52
Properties=species:S:1:pos:R:3 method="wB97M-V/def2-TZVPD" gap_ev=8.073 charge=0 e_homo_ha=-0.2817 multiplicity=1
C -4.05 -2.25 -0.79
C -3.81 -0.79 -0.77
C -4.31 0.34 -1.54
N -4.01 1.42 -1.05
C -3.30 0.99 -0.12
N -3.29 -0.26 0.28
H -2.76 -0.73 1.10
C -2.63 2.16 0.77
N -1.24 2.21 0.45
C -0.38 1.13 1.01
O -0.97 0.52 1.75
C 0.96 1.20 0.59
C 1.92 2.18 0.89
C 2.94 2.72 -0.06
C 3.59 1.35 -0.71
O 4.73 1.20 -0.54
N 2.76 0.23 -0.88
C 1.27 0.55 -0.66
H 0.89 -0.23 -0.96
H 0.90 1.36 -1.37
C 3.16 -0.87 -1.55
H 2.45 -1.07 -2.14
H 4.21 -0.56 -1.78
C 3.22 -1.93 -0.24
C 1.93 -2.26 -0.18
C 1.62 -2.23 1.38
C 0.29 -2.81 1.81
C -0.57 -3.04 0.89
C -0.30 -3.45 -0.28
C 1.07 -3.07 -0.74
H 1.34 -3.10 -1.89
H -0.93 -3.91 -1.22
H -1.56 -3.46 1.27
H -0.04 -2.59 2.82
H 2.20 -1.88 2.10
H 3.92 -1.43 0.46
H 3.83 -2.82 -1.04
H 2.44 3.11 -0.70
H 3.68 3.36 0.27
H 1.15 3.36 1.24
H 2.51 2.12 2.10
H 1.28 0.36 1.57
C -0.97 3.12 -0.44
H 0.11 2.95 -0.77
H -1.63 3.06 -1.41
H -0.89 4.10 -0.09
H -2.95 3.03 0.80
H -2.55 1.69 1.98
H -5.07 0.30 -2.49
H -4.82 -2.44 -1.70
H -4.57 -2.61 -0.04
H -3.09 -2.68 -1.00

---

b:
52
Properties=species:S:1:pos:R:3 method="wB97M-V/def2-TZVPD" gap_ev=8.625 charge=0 e_homo_ha=-0.2922 smiles="COc1ccc(CCNC(=O)C2CCN(c3nccc(C)n3)CC2)cc1" multiplicity=1
C 6.58 0.15 1.85
O 5.79 -0.72 1.06
C 4.79 -0.19 0.31
C 4.45 1.16 0.26
C 3.41 1.58 -0.55
C 2.69 0.69 -1.33
C 1.52 1.15 -2.15
C 0.24 1.16 -1.30
N -0.05 -0.15 -0.78
C -1.10 -0.89 -1.19
O -1.89 -0.48 -2.02
C -1.19 -2.30 -0.60
C -0.65 -2.43 0.82
C -1.37 -1.44 1.75
N -2.70 -1.17 1.24
C -3.05 0.07 0.83
N -4.22 0.20 0.20
C -4.55 1.42 -0.18
C -3.76 2.53 0.07
C -2.58 2.30 0.78
C -1.66 3.42 1.15
N -2.23 1.08 1.16
C -3.36 -2.32 0.68
C -2.66 -2.76 -0.62
C 3.03 -0.66 -1.27
C 4.07 -1.09 -0.47
H 5.97 0.66 2.60
H 7.31 -0.49 2.35
H 7.10 0.89 1.23
H 5.00 1.89 0.84
H 3.16 2.64 -0.58
H 1.37 0.48 -3.00
H 1.70 2.16 -2.53
H 0.35 1.86 -0.46
H -0.62 1.46 -1.91
H 0.63 -0.54 -0.15
H -0.61 -2.94 -1.28
H 0.43 -2.28 0.87
H -0.83 -3.46 1.16
H -1.46 -1.86 2.76
H -0.85 -0.48 1.81
H -5.50 1.50 -0.71
H -4.05 3.51 -0.25
H -0.81 3.04 1.70
H -1.32 3.93 0.25
H -2.19 4.15 1.76
H -3.32 -3.12 1.43
H -4.40 -2.06 0.48
H -3.14 -2.30 -1.48
H -2.72 -3.85 -0.73
H 2.49 -1.37 -1.87
H 4.34 -2.13 -0.43

---

Verdict on stability: b comes out on top.

---

a:
7
Properties=species:S:1:pos:R:3 method="wB97M-V/def2-TZVPD" gap_ev="7.277 / 7.455" charge=-1 e_homo_ha="-0.1589 / -0.1663" multiplicity=1
C -1.91 -0.17 -0.12
O 1.46 0.25 1.38
O 1.77 0.90 -0.98
S 1.07 0.07 0.02
Cl 1.84 -1.91 -0.28
H -2.13 0.27 0.88
H -2.10 0.58 -0.91

---

b:
7
Properties=species:S:1:pos:R:3 method="wB97M-V/def2-TZVPD" gap_ev=6.259 charge=-1 e_homo_ha=-0.1557 multiplicity=1
C -1.15 0.33 0.08
O 0.23 -1.40 -1.33
O 0.32 -1.57 1.12
S 0.12 -0.75 -0.05
Cl 2.86 1.56 -0.06
H -1.16 0.84 1.03
H -1.23 0.98 -0.78

---

Verdict on stability: b comes out on top.

---

a:
17
Properties=species:S:1:pos:R:3 method="wB97M-V/def2-TZVPD" gap_ev="6.917 / 6.917" charge=+1 e_homo_ha="-0.4805 / -0.4805" multiplicity=1
C -0.70 -2.10 -0.51
C 0.31 1.78 -0.32
C -0.71 2.77 -0.66
N -0.07 0.67 0.15
N 1.65 -0.43 0.93
N -0.10 -2.87 0.48
S -1.41 -0.26 0.29
H 0.00 -1.67 -1.14
H -1.50 -2.50 -1.05
H 1.41 1.83 -0.55
H -1.52 2.71 0.05
H -1.09 2.64 -1.71
H -0.21 3.73 -0.49
H 2.43 0.16 0.65
H 1.48 -0.24 1.95
H -0.73 -3.51 0.93
H 0.76 -2.71 1.01

---

b:
17
Properties=species:S:1:pos:R:3 method="wB97M-V/def2-TZVPD" gap_ev=9.803 charge=+1 e_homo_ha=-0.5033 multiplicity=1
C 1.47 -0.07 0.25
C 1.28 -1.56 0.31
C 0.18 0.70 -0.13
N 2.60 0.51 0.22
N -0.32 0.44 -1.32
N -0.24 1.73 0.55
S -2.98 -0.24 -0.10
H 2.26 -2.08 0.30
H 1.25 -1.75 1.36
H 0.60 -2.05 -0.39
H 2.70 1.52 0.01
H -1.12 1.02 -1.41
H -0.25 -0.45 -1.76
H 0.27 1.95 1.40
H -0.98 2.37 0.48
H -2.50 -1.46 -0.09
H -4.22 -0.58 0.31

---

c:
17
Properties=species:S:1:pos:R:3 method="wB97M-V/def2-TZVPD" gap_ev=9.831 charge=+1 e_homo_ha=-0.4925 smiles="CCN(S)C(N)=[NH2+]" multiplicity=1
C 1.92 1.24 0.38
C 0.79 0.78 -0.61
N 0.41 -0.63 -0.45
S 0.87 -1.75 -1.61
C -1.33 -0.88 -0.01
N -1.84 0.05 0.74
N -1.77 -2.00 -0.46
H 2.72 0.45 0.28
H 2.30 2.14 0.09
H 1.51 1.10 1.48
H -0.17 1.25 -0.64
H 1.26 1.08 -1.60
H 1.96 -2.10 -0.86
H -1.45 0.97 0.87
H -2.56 -0.24 1.33
H -2.69 -2.51 -0.23
H -0.95 -2.42 -0.90

---

Verdict on stability: b comes out on top.

---

a:
19
Properties=species:S:1:pos:R:3 method="wB97M-V/def2-TZVPD" gap_ev=9.437 charge=0 e_homo_ha=-0.3206 multiplicity=1
C -0.35 2.02 0.64
C 0.86 -1.51 0.42
C -0.46 -1.66 0.39
C 0.82 0.26 -1.31
C -0.71 0.03 -1.37
C 1.26 -0.13 0.09
C -1.12 -0.34 0.07
C -0.37 0.65 0.97
N -0.23 3.14 0.40
O -0.47 0.33 2.30
H 1.58 -2.27 0.66
H -1.02 -2.56 0.53
H 1.34 -0.35 -2.05
H 1.07 1.30 -1.50
H -1.22 0.93 -1.69
H -0.97 -0.77 -2.05
H 2.20 0.27 0.45
H -2.20 -0.33 0.22
H 0.01 0.98 2.83

---

b:
19
Properties=species:S:1:pos:R:3 method="wB97M-V/def2-TZVPD" gap_ev="9.233 / 8.182" charge=0 e_homo_ha="-0.3382 / -0.3238" multiplicity=1
C 0.41 1.58 2.20
C -0.12 2.36 1.22
C 0.85 0.32 1.89
C -0.43 1.77 0.04
C 0.67 -0.29 0.67
C -0.02 0.48 -0.22
C -1.75 -1.52 -2.51
C 1.27 -1.62 0.32
N -0.77 -0.76 -2.68
O -0.27 -0.12 -3.62
H 0.52 2.03 3.28
H -0.56 3.38 1.42
H 1.27 -0.29 2.60
H -1.09 2.30 -0.65
H -2.35 -2.00 -3.24
H -2.01 -1.95 -1.58
H 0.95 -2.31 1.21
H 1.09 -1.75 -0.77
H 2.32 -1.60 0.41

---

c:
19
Properties=species:S:1:pos:R:3 method="wB97M-V/def2-TZVPD" gap_ev=9.734 charge=0 e_homo_ha=-0.3279 smiles="CC(=O)Nc1ccccc1" multiplicity=1
C 2.27 1.04 0.71
C 2.44 -0.30 -0.09
O 3.52 -0.65 -0.36
N 1.26 -0.94 -0.46
C -0.06 -0.52 -0.30
C -0.46 0.78 -0.66
C -1.81 1.09 -0.40
C -2.70 0.16 -0.01
C -2.34 -1.10 0.32
C -0.94 -1.48 0.08
H 1.15 1.12 1.13
H 3.00 1.11 1.14
H 2.39 1.88 0.11
H 1.48 -1.94 -0.64
H 0.22 1.42 -0.85
H -2.14 2.09 -0.82
H -3.81 0.35 0.14
H -2.96 -1.82 0.71
H -0.50 -2.28 0.24

---

Verdict on stability: a comes out on top.

---

a:
58
Properties=species:S:1:pos:R:3 method="wB97M-V/def2-TZVPD" gap_ev=9.017 charge=0 e_homo_ha=-0.3112 smiles="COCCOCC(=O)NC[C@@]1(OC)CCN(C(=O)CCCn2c(O)nnc2O)C1" multiplicity=1
C 7.52 -1.78 1.10
O 6.11 -1.65 1.02
C 5.66 -1.50 -0.32
C 4.17 -1.31 -0.33
O 3.88 -0.04 0.23
C 2.49 0.19 0.36
C 2.24 1.65 0.72
O 1.24 1.98 1.32
N 3.20 2.51 0.31
C 3.23 3.88 0.77
C 4.59 4.25 1.34
O 5.62 4.10 0.38
C 5.54 4.96 -0.74
C 4.53 5.63 2.02
C 3.93 5.34 3.40
N 4.20 3.92 3.61
C 3.57 3.24 4.61
O 2.89 3.82 5.43
C 3.78 1.74 4.62
C 3.14 1.06 5.82
C 3.48 -0.42 5.87
N 3.04 -1.15 4.70
C 3.72 -1.44 3.55
O 4.98 -1.04 3.41
N 2.99 -2.08 2.70
N 1.73 -2.24 3.29
C 1.81 -1.68 4.45
O 0.85 -1.58 5.38
C 4.95 3.34 2.52
H 7.77 -1.89 2.15
H 7.87 -2.66 0.55
H 8.02 -0.89 0.70
H 6.15 -0.63 -0.78
H 5.92 -2.39 -0.90
H 3.80 -1.36 -1.36
H 3.69 -2.09 0.27
H 1.97 -0.01 -0.58
H 2.06 -0.44 1.14
H 4.05 2.11 -0.07
H 2.96 4.57 -0.03
H 2.46 3.98 1.54
H 6.46 4.81 -1.31
H 4.70 4.71 -1.39
H 5.47 6.01 -0.45
H 5.55 6.01 2.10
H 3.94 6.35 1.46
H 4.38 5.95 4.18
H 2.85 5.51 3.43
H 3.35 1.34 3.69
H 4.85 1.52 4.58
H 3.48 1.54 6.74
H 2.06 1.20 5.79
H 4.56 -0.56 5.94
H 3.03 -0.89 6.74
H 5.28 -1.26 2.49
H 0.05 -1.99 5.01
H 4.69 2.30 2.33
H 6.04 3.40 2.68

---

b:
58
Properties=species:S:1:pos:R:3 method="wB97M-V/def2-TZVPD" gap_ev=8.699 charge=0 e_homo_ha=-0.3031 smiles="COCCOCC(=O)NC[C@@]1(OC)CCN(C(=O)CCCn2c(O)nnc2O)C1" multiplicity=1
C -3.87 2.35 -3.81
O -3.26 1.40 -2.96
C -3.95 0.17 -2.98
C -3.19 -0.85 -2.17
O -3.06 -0.38 -0.84
C -2.77 -1.36 0.11
C -1.35 -1.23 0.65
O -0.38 -1.13 -0.08
N -1.26 -1.34 2.00
C -0.03 -1.44 2.75
C 0.45 -0.11 3.36
O -0.64 0.64 3.89
C -1.27 0.07 5.01
C 1.56 -0.37 4.38
C 2.83 -0.49 3.53
N 2.52 0.32 2.36
C 3.50 0.52 1.44
O 4.61 0.04 1.59
C 3.14 1.29 0.19
C 2.60 0.35 -0.88
C 2.57 1.02 -2.25
N 1.78 0.25 -3.20
C 0.43 0.33 -3.39
O -0.26 1.27 -2.73
N 0.00 -0.55 -4.24
N 1.13 -1.27 -4.65
C 2.13 -0.77 -4.02
O 3.42 -1.15 -4.09
C 1.14 0.77 2.31
H -3.29 3.26 -3.74
H -3.86 2.00 -4.86
H -4.90 2.54 -3.51
H -4.96 0.30 -2.58
H -4.03 -0.21 -4.01
H -3.77 -1.79 -2.18
H -2.21 -1.05 -2.61
H -3.49 -1.28 0.93
H -2.85 -2.37 -0.30
H -2.12 -1.29 2.53
H -0.18 -2.17 3.55
H 0.74 -1.83 2.08
H -2.07 0.75 5.29
H -1.71 -0.91 4.79
H -0.59 -0.04 5.85
H 1.62 0.50 5.04
H 1.39 -1.26 4.99
H 3.72 -0.12 4.04
H 3.04 -1.52 3.24
H 2.41 2.08 0.39
H 4.07 1.76 -0.14
H 3.25 -0.54 -0.94
H 1.60 0.00 -0.63
H 2.12 2.01 -2.18
H 3.57 1.12 -2.66
H -1.20 1.13 -2.89
H 3.46 -1.89 -4.71
H 0.71 0.64 1.32
H 1.04 1.82 2.62

---

Verdict on stability: a comes out on top.

---

a:
13
Properties=species:S:1:pos:R:3 method="wB97M-V/def2-TZVPD" gap_ev=9.668 charge=0 e_homo_ha=-0.3490 multiplicity=1
C -0.78 0.73 0.65
C 0.58 -1.00 -0.59
C -0.45 -0.65 0.41
N -1.95 -1.29 -0.67
O -2.62 -0.36 -1.07
O -2.11 -2.48 -0.79
I -0.62 -1.96 2.09
H -0.33 1.02 1.65
H -1.87 0.80 0.69
H -0.31 1.34 -0.11
H 0.93 -1.98 -0.64
H 1.56 -0.53 -0.53
H 0.38 -0.80 -1.62

---

b:
13
Properties=species:S:1:pos:R:3 method="wB97M-V/def2-TZVPD" gap_ev=8.821 charge=0 e_homo_ha=-0.3143 multiplicity=1
C 0.06 0.94 -0.69
C -0.77 -1.55 0.62
C 0.80 -0.12 -0.01
N -0.53 1.87 0.01
O -0.16 0.83 -1.90
O 1.50 -0.88 -0.84
I 1.95 0.12 1.76
H -1.27 -2.03 -0.18
H -1.33 -0.84 1.21
H -0.12 -2.12 1.30
H -0.41 1.99 1.06
H -1.11 2.43 -0.47
H 1.41 -0.66 -1.86

---

Verdict on stability: b comes out on top.